The following is a DFT calculation (ωB97M-V/def2-TZVPD) of C5H7N as an isolated structure.

Last column: natural (NBO) charge in e.
Geometry (Å):
C -1.6089 0.0623 0.0407  -0.44
C -0.3786 -0.7388 0.4679  -0.05
C 0.4188 -0.3169 -0.8022  -0.22
C 1.5794 0.0882 0.0604  -0.25
N 0.4540 0.3729 1.0147  -0.37
C -0.3903 0.9028 -0.3300  -0.12
H -2.1489 -0.4396 -0.7771  0.21
H -2.3063 0.4942 0.7582  0.21
H -0.3616 -1.6731 1.0254  0.18
H 0.3830 -0.8188 -1.7750  0.20
H 2.1465 0.9726 -0.2775  0.18
H 2.2579 -0.6851 0.4163  0.19
H -0.0450 1.7795 0.1783  0.28

Results
HOMO level in hartree: -0.3262
Multiplicity: 1
Energy relative to the best compared isomer or geometry (same formula, charge and spin) in kJ/mol: 543.9